# 1
# C23H27GeN5O3SV

A structure of composition C23H27GeN5O3SV in a non-equilibrium geometry (ωB97M-V with the def2-TZVPD basis set, the OMol25 dataset).

Results
Multiplicity: 2
Frontier orbital gap (alpha / beta): 6.61 / 6.90 eV
Relative energy (zero: lowest compared OMol25 entry of this formula, charge and spin): 60.4 kcal per mole

Each line ends with the Mulliken charge.
Cartesian coordinates (Å):
V (-1.10440, 0.25208, -1.58818)  -0.29
N (0.18040, 0.81558, -3.34438)  -0.40
C (0.47570, -0.37502, -4.13608)  -0.46
C (-0.79200, -1.24642, -4.13548)  0.50
O (-1.02530, -2.06142, -5.01428)  -0.71
N (-1.56090, -0.96482, -3.08808)  -0.05
C (-2.86890, -1.52062, -3.00138)  -0.71
C (-3.67360, -0.49302, -2.17248)  0.53
O (-4.87880, -0.46272, -2.15858)  -0.66
O (-2.87920, 0.27548, -1.52208)  -0.42
H (-0.52350, 1.35918, -3.84598)  0.40
H (1.00500, 1.41088, -3.25258)  0.10
H (1.30470, -0.93452, -3.69118)  0.16
H (0.74160, -0.13972, -5.17488)  0.43
H (-2.90080, -2.47362, -2.45188)  0.27
H (-3.32630, -1.67762, -3.98578)  0.40
C (1.33760, 2.21768, 1.02522)  -1.08
Ge (0.38610, 3.26168, -0.38008)  0.64
C (1.72150, 4.03038, -1.66628)  -1.29
C (-0.47060, 4.78068, 0.57662)  -1.32
C (-1.07280, 2.31668, -1.33328)  -1.20
H (2.29070, 2.68348, 1.26172)  0.56
H (1.51390, 1.18388, 0.74672)  0.08
H (0.72520, 2.22438, 1.92162)  0.35
H (2.43590, 4.62568, -1.10418)  0.41
H (1.23560, 4.69258, -2.37608)  0.35
H (2.27950, 3.28338, -2.22338)  0.40
H (0.25800, 5.34698, 1.14932)  0.38
H (-1.21650, 4.39268, 1.26482)  0.39
H (-0.96440, 5.45718, -0.11348)  0.38
H (-1.21280, 2.82158, -2.29508)  0.66
H (-1.97190, 2.50438, -0.74458)  0.55
N (2.95710, -4.76282, 0.90102)  -0.33
C (3.31490, -3.61022, 0.30162)  0.37
S (4.91900, -3.23642, 0.13542)  -0.37
C (2.28710, -2.73122, -0.22518)  0.96
C (2.60030, -1.41152, -0.58658)  -0.66
C (1.61860, -0.57292, -1.05248)  -1.25
N (0.33350, -0.94022, -1.17638)  1.42
C (0.03120, -2.20892, -0.86538)  -0.71
C (0.94900, -3.12192, -0.40818)  -1.14
H (3.69100, -5.33272, 1.28912)  0.22
H (2.00690, -4.96432, 1.16352)  0.18
H (3.61590, -1.06522, -0.47708)  0.43
H (1.85880, 0.44948, -1.32568)  0.72
H (-1.01280, -2.49222, -0.96248)  0.35
H (0.62330, -4.12962, -0.20538)  0.39
N (-0.99880, -1.08872, 8.22312)  -0.50
C (-1.01620, -0.93042, 7.08792)  0.02
C (-1.04660, -0.73962, 5.68952)  0.52
C (-2.25350, -0.87942, 4.99872)  -0.78
C (-2.29220, -0.68742, 3.63462)  -0.52
C (-1.13060, -0.34032, 2.93572)  0.28
C (0.07640, -0.21542, 3.63302)  -0.24
C (0.12080, -0.41542, 4.99482)  -0.84
C (-1.16900, -0.10952, 1.53922)  0.52
C (-1.19310, 0.14898, 0.34982)  -0.28
H (-3.15140, -1.12972, 5.54482)  0.46
H (-3.21850, -0.80032, 3.09082)  0.52
H (0.97580, 0.04638, 3.09842)  0.50
H (1.05460, -0.31542, 5.52722)  0.45



# 2
# C4H4N2S

A cluster of 2 separate species, C4H4N2S in total in a non-equilibrium geometry (ωB97M-V with the def2-TZVPD basis set, the OMol25 dataset).

Results
SMILES: N#CC=C=N.C=S
Frontier orbital gap: 8.24 eV
Relative energy (zero: lowest compared OMol25 entry of this formula, charge and spin): 83.5 kcal per mole

Each line ends with the Mulliken charge.
Cartesian coordinates (Å):
N (-0.23407, 3.12715, 0.31302)  -0.39
C (-0.24735, 2.04967, -0.09698)  0.24
C (-0.34311, 0.65478, -0.54437)  -0.65
C (-1.49855, -0.02027, -0.41725)  0.60
N (-2.42666, -0.78293, -0.67734)  -0.43
H (0.55645, 0.21684, -0.89086)  0.35
H (-2.98601, -1.25291, -0.01766)  0.29
C (1.70039, -0.91358, 0.62350)  -0.43
S (2.55362, -1.35264, -0.73954)  -0.16
H (1.87283, -0.05783, 1.27646)  0.33
H (1.05246, -1.66827, 1.17103)  0.27



# 3
# C29H39GeO6Ti

A structure of composition C29H39GeO6Ti (ωB97M-V with the def2-TZVPD basis set, the OMol25 dataset).

Results
Charge: +2
Multiplicity: 2
Frontier orbital gap (alpha / beta): 6.91 / 7.27 eV
Relative energy (zero: lowest compared OMol25 entry of this formula, charge and spin): 0.0 kcal per mole

Each line ends with the Mulliken charge.
Cartesian coordinates (Å):
Ti (-0.26267, 0.88345, 1.11014)  -0.45
C (-1.26207, -1.60450, 2.67384)  -0.79
C (-1.57280, -0.63068, 3.78308)  -0.78
O (-1.02238, 0.62725, 3.36051)  0.37
C (-1.20992, 1.67472, 4.32697)  -0.81
C (-1.37894, 2.95632, 3.54729)  -0.68
O (-0.38470, 3.04577, 2.52896)  -0.27
C (0.91256, 3.46862, 2.97136)  -0.49
C (1.83766, 2.27120, 3.01139)  -0.65
O (1.71000, 1.52435, 1.78598)  -0.54
C (2.45128, 2.03151, 0.64937)  -0.04
C (1.57972, 2.90513, -0.26571)  -0.77
O (0.22046, 2.45117, -0.10459)  0.05
C (-0.78546, 2.85034, -1.05223)  -0.49
C (-2.12951, 2.57386, -0.39306)  -0.87
O (-2.03793, 1.24914, 0.19089)  0.44
C (-3.20866, 0.63025, 0.77345)  -0.94
C (-2.85028, -0.84184, 0.96695)  -0.67
O (-1.48548, -0.94793, 1.41745)  -0.41
H (-1.86374, -2.51128, 2.73676)  0.46
H (-0.20958, -1.88463, 2.67647)  0.22
H (-1.11945, -0.95310, 4.72269)  0.51
H (-2.64893, -0.50840, 3.93713)  0.48
H (-0.35427, 1.69809, 5.00534)  0.30
H (-2.10529, 1.47807, 4.92017)  0.56
H (-1.34827, 3.82942, 4.20170)  0.56
H (-2.33825, 2.95820, 3.02785)  0.21
H (0.85347, 3.94132, 3.95376)  0.62
H (1.26376, 4.21811, 2.26245)  0.21
H (1.57029, 1.57301, 3.80198)  0.31
H (2.87827, 2.56751, 3.14816)  0.45
H (2.78954, 1.15634, 0.10674)  -0.41
H (3.32337, 2.58268, 1.00095)  0.72
H (1.89198, 2.75776, -1.30221)  0.46
H (1.60874, 3.96563, -0.01246)  0.47
H (-0.69658, 3.91466, -1.27410)  0.53
H (-0.64834, 2.26447, -1.96326)  0.22
H (-2.93313, 2.59374, -1.12932)  0.57
H (-2.33557, 3.28640, 0.40790)  0.38
H (-4.04979, 0.72833, 0.08627)  0.60
H (-3.43484, 1.14440, 1.71014)  0.23
H (-2.91087, -1.37666, 0.02058)  0.28
H (-3.52575, -1.29908, 1.69009)  0.62
C (1.77085, -1.98033, 0.74484)  -2.04
Ge (0.81076, -0.85476, -0.57719)  3.24
C (2.10213, -0.15917, -1.88338)  0.32
C (1.62264, 0.44826, -3.04724)  -0.61
C (2.48879, 0.97449, -3.99535)  -0.82
C (3.86196, 0.89755, -3.79804)  -0.64
C (4.35910, 0.28166, -2.65793)  -0.92
C (3.48456, -0.23945, -1.71223)  0.03
C (-0.52296, -1.79626, -1.66667)  0.39
C (-1.61742, -1.09595, -2.11335)  -0.18
C (-2.60939, -1.67183, -2.93700)  -1.02
C (-2.49783, -2.97868, -3.30756)  -1.04
C (-1.37192, -3.74392, -2.91231)  1.02
C (-1.22879, -5.08735, -3.33880)  -0.97
C (-0.11787, -5.80767, -3.01297)  -0.61
C (0.90882, -5.21014, -2.25138)  -1.03
C (0.78730, -3.92243, -1.81430)  -0.77
C (-0.36391, -3.14904, -2.11214)  0.19
H (2.70213, -2.36606, 0.32880)  0.71
H (1.16296, -2.83957, 1.03030)  0.53
H (2.03583, -1.41809, 1.64445)  0.43
H (0.55400, 0.47377, -3.24381)  0.38
H (2.09836, 1.42681, -4.89785)  0.45
H (4.54134, 1.29700, -4.53896)  0.43
H (5.42793, 0.19474, -2.51220)  0.46
H (3.90057, -0.72661, -0.83516)  0.38
H (-1.73944, -0.05432, -1.83121)  0.43
H (-3.45137, -1.07888, -3.27164)  0.46
H (-3.25350, -3.44318, -3.92888)  0.42
H (-2.01185, -5.52790, -3.94315)  0.43
H (-0.01059, -6.83007, -3.34890)  0.41
H (1.80083, -5.77778, -2.02181)  0.45
H (1.59834, -3.47793, -1.25480)  0.34



# 4
# C11H9BrNPdS

A structure of composition C11H9BrNPdS in a non-equilibrium geometry (ωB97M-V with the def2-TZVPD basis set, the OMol25 dataset).

Results
Charge: -1
Frontier orbital gap: 7.48 eV

Each line ends with the Mulliken charge.
Cartesian coordinates (Å):
Pd (-0.73885, -1.32833, -1.56518)  -0.25
S (1.66516, -1.81683, -1.14417)  -0.47
C (1.20982, -1.88042, 0.55150)  0.63
C (2.11469, -1.91642, 1.62491)  -0.70
C (1.62768, -1.87198, 2.91445)  -0.06
C (0.25440, -1.80621, 3.13719)  -0.57
C (-0.56880, -1.81271, 2.02380)  -0.40
N (-0.10910, -1.86415, 0.77697)  -0.27
H (3.17666, -1.94747, 1.42165)  0.33
H (2.31629, -1.87785, 3.75201)  0.35
H (-0.16059, -1.75922, 4.13477)  0.35
H (-1.64956, -1.78193, 2.12009)  0.37
Br (-3.02339, -2.15708, -2.18946)  -0.63
C (-0.55141, 3.33860, -1.56767)  -0.43
C (-1.73367, 2.63755, -1.36577)  -0.47
C (-1.74144, 1.24784, -1.39657)  -0.32
C (-0.55933, 0.54322, -1.62014)  0.56
C (0.62706, 1.24209, -1.83351)  -0.33
C (0.62084, 2.63473, -1.80615)  -0.38
H (-0.54559, 4.42176, -1.54417)  0.35
H (-2.65952, 3.17251, -1.18815)  0.34
H (-2.66636, 0.70447, -1.25504)  0.35
H (1.54556, 0.70747, -2.01149)  0.33
H (1.54946, 3.17036, -1.96988)  0.34



# 5
# C4H6O2

The molecule C4H6O2 (ωB97M-V with the def2-TZVPD basis set, the OMol25 dataset).

Results
Frontier orbital gap (alpha / beta): 8.53 / 8.53 eV
Relative energy (zero: lowest compared OMol25 entry of this formula, charge and spin): 158.9 kcal per mole

Each line ends with the Mulliken charge.
Cartesian coordinates (Å):
O (1.53747, -0.10206, 0.99615)  -0.25
C (2.20452, 0.16369, -0.09133)  -0.20
C (0.65818, -0.64841, -0.34805)  -0.42
C (-0.68317, -0.49934, 0.34521)  0.16
C (-1.50070, 0.68795, 0.12392)  -0.40
O (-1.77826, -0.53197, -0.55331)  -0.44
H (2.20154, 1.28176, -0.27509)  0.08
H (0.95837, -1.67159, -0.53018)  0.29
H (0.55900, -0.07342, -1.28900)  0.30
H (-0.81245, -1.08398, 1.25411)  0.40
H (-2.22905, 0.98846, 0.87524)  0.27
H (-1.11546, 1.48889, -0.50766)  0.22



# 6
# C6H8NOS

The ion C6H8NOS with charge +1 in a non-equilibrium geometry (ωB97M-V with the def2-TZVPD basis set, the OMol25 dataset).

Results
Charge: +1
Frontier orbital gap (alpha / beta): 7.16 / 6.71 eV
Relative energy (zero: lowest compared OMol25 entry of this formula, charge and spin): 171.8 kcal per mole

Each line ends with the Mulliken charge.
Cartesian coordinates (Å):
C (-0.27160, -0.43592, 2.08448)  0.02
C (1.06932, -0.17645, 2.35987)  -0.47
C (1.27450, -0.11290, -0.30967)  0.31
C (2.28827, 0.19956, -2.44965)  -0.86
C (1.20450, 0.00372, -1.69356)  0.25
C (-2.71515, 0.25315, -0.01113)  -0.60
N (-0.73104, -0.31874, 0.88201)  -0.28
O (-1.85319, -0.79812, 0.33729)  -0.14
S (2.14929, 0.11577, 1.01062)  0.02
H (-0.88077, -0.54492, 2.97485)  0.41
H (1.59409, -0.25211, 3.26333)  0.44
H (2.03981, 0.35798, -3.44157)  0.26
H (3.27783, 0.22193, -2.14924)  0.35
H (0.40132, -0.07229, -2.32361)  0.38
H (-2.20282, 0.97224, -0.64887)  0.29
H (-3.13244, 0.75167, 0.75506)  0.35
H (-3.51192, -0.16457, -0.64018)  0.29



# 7
# C2H7N2

A cluster of 2 separate species, C2H7N2 in total in a non-equilibrium geometry (ωB97M-V with the def2-TZVPD basis set, the OMol25 dataset).

Results
Charge: +1
Frontier orbital gap (alpha / beta): 8.42 / 7.28 eV
Relative energy (zero: lowest compared OMol25 entry of this formula, charge and spin): 155.5 kcal per mole

Each line ends with the Mulliken charge.
Cartesian coordinates (Å):
C (-0.56732, -1.07242, -0.78097)  0.01
C (1.14943, 0.97608, 1.10787)  -0.47
N (-1.41711, -0.96407, -1.73857)  -0.27
N (-0.19981, 0.76826, 1.29440)  -0.33
H (0.20018, -1.78161, -0.71823)  0.37
H (1.46566, 0.54066, 0.09627)  0.18
H (1.71392, 0.59917, 1.98703)  0.30
H (1.50612, 2.03167, 1.14586)  0.29
H (-1.41430, -1.58235, -2.65690)  0.34
H (-1.78120, -0.01644, -1.83061)  0.33
H (-0.65556, 0.50105, 2.09385)  0.25



# 8
# C6H23NO5P3

A cluster of 2 separate species, C6H23NO5P3 in total in a non-equilibrium geometry (ωB97M-V with the def2-TZVPD basis set, the OMol25 dataset).

Results
Charge: -1
Frontier orbital gap: 5.43 eV

Each line ends with the Mulliken charge.
Cartesian coordinates (Å):
C (0.56552, 1.36683, 2.85499)  -1.13
C (-0.01126, 0.49192, 1.71945)  -0.14
O (-0.38833, -0.81125, 2.07290)  -0.38
C (-1.39770, -0.87416, 3.09161)  -0.82
P (-3.01625, 0.10210, 2.81418)  -0.12
P (-4.94745, 1.20023, 2.61644)  0.17
N (-5.92907, 1.09698, 3.91063)  -0.70
H (0.14179, 1.16903, 3.83485)  0.34
H (1.65330, 1.29672, 2.91655)  0.35
H (0.31650, 2.40501, 2.61922)  0.29
H (0.78996, 0.37576, 0.98193)  0.15
H (-0.79220, 1.05828, 1.21174)  0.31
H (-1.68409, -1.93174, 3.14500)  0.46
H (-1.00399, -0.62834, 4.09316)  0.25
H (-2.84159, 0.16190, 1.36379)  -0.07
H (-2.35761, 1.40378, 3.02595)  -0.18
H (-3.26615, 0.03931, 4.26004)  0.00
H (-3.79605, -1.14304, 2.61338)  -0.04
H (-4.62166, 2.58648, 2.40941)  0.03
H (-5.59127, 0.66238, 1.44322)  0.04
H (-6.05988, 2.04997, 4.22859)  0.18
C (0.98339, -2.08454, -1.82606)  -0.40
O (2.11129, -2.08939, -2.71624)  -0.34
P (3.04286, -0.80251, -2.72922)  1.09
O (3.68397, -0.45470, -1.45551)  -0.68
O (2.12082, 0.36516, -3.31938)  -0.29
C (1.44108, 0.16441, -4.55836)  -0.73
O (4.03770, -1.16495, -3.92072)  -0.33
C (5.04675, -0.20694, -4.24274)  -0.70
H (0.92990, -3.04923, -1.32809)  0.26
H (1.05555, -1.30093, -1.07145)  0.12
H (0.07423, -1.93521, -2.40965)  0.25
H (0.37167, 0.29257, -4.39387)  0.28
H (1.61868, -0.82829, -4.97308)  0.35
H (1.78296, 0.91383, -5.27254)  0.28
H (4.97572, 0.68750, -3.62269)  0.35
H (4.93598, 0.07737, -5.28961)  0.25
H (6.02492, -0.66229, -4.09781)  0.26



What total energy values result from the calculations? In sequence: -4811.201069, -662.392626, -4505.732204, -3579.497871, -306.253042, -761.081444, -189.432533, -1697.354716 Ha.